Record 1
{"formula": "C28H36MoN4O3", "method": "the ωB97M-V functional and the def2-TZVPD basis", "s_squared": 2.023, "homo_lumo_gap_ev": [6.5, 6.8], "spin_multiplicity": 3, "charge": 4, "e_tot_ev": -43541.10762, "elements": ["Mo", "C", "C", "C", "C", "C", "N", "C", "C", "C", "N", "C", "C", "C", "C", "C", "C", "C", "C", "N", "C", "C", "C", "N", "C", "C", "C", "C", "O", "C", "O", "H", "H", "H", "H", "H", "H", "H", "H", "H", "H", "H", "H", "H", "H", "H", "H", "H", "H", "H", "H", "H", "H", "H", "H", "H", "H", "H", "H", "C", "C", "C", "O", "C", "H", "H", "H", "H", "H", "H", "H", "H"], "positions_angstrom": [[0.0864, -0.0357, 0.6984], [3.4152, -5.4310, -2.7347], [2.4902, -4.4522, -2.0718], [1.1640, -4.7978, -1.7786], [0.2881, -3.9179, -1.1457], [-1.0564, -4.3853, -0.7551], [-2.0531, -4.5100, -1.5487], [-2.1143, -4.1661, -2.9914], [-2.4464, -2.6927, -3.2366], [-3.7193, -2.1413, -2.5657], [-3.3922, -1.0260, -1.6545], [-4.1342, 0.0162, -1.4602], [-3.8185, 1.1500, -0.6344], [-4.7668, 2.1831, -0.5627], [-4.5463, 3.3664, 0.1414], [-5.5826, 4.4507, 0.1927], [-3.3039, 3.5169, 0.7395], [-2.3200, 2.5094, 0.6993], [-0.9923, 2.8127, 1.1590], [0.0586, 2.0472, 1.1403], [1.3471, 2.7482, 1.3885], [2.3076, 2.5104, 0.2353], [2.9538, 1.1404, 0.2308], [2.0205, -0.0113, -0.0309], [2.5827, -1.0067, -0.6824], [2.0578, -2.2800, -1.0393], [2.9114, -3.1898, -1.6981], [0.7290, -2.6487, -0.7576], [-0.1100, -1.7955, -0.1788], [-2.5972, 1.3093, 0.0490], [-1.7068, 0.3070, 0.0576], [2.8714, -6.1267, -3.3710], [3.9436, -6.0167, -1.9794], [4.1619, -4.9196, -3.3389], [0.8197, -5.7932, -2.0418], [-1.2349, -4.6934, 0.2737], [-2.8984, -4.9170, -1.1522], [-2.8546, -4.8325, -3.4309], [-1.1462, -4.3965, -3.4294], [-2.5394, -2.5886, -4.3179], [-1.5844, -2.0826, -2.9525], [-4.2600, -2.8976, -1.9926], [-4.4137, -1.7600, -3.3119], [-2.5058, -1.0645, -1.1575], [-5.0769, 0.0447, -2.0016], [-5.7118, 2.0566, -1.0809], [-6.5867, 4.0446, 0.0900], [-5.4238, 5.1588, -0.6235], [-5.5267, 5.0051, 1.1275], [-3.0746, 4.4469, 1.2495], [-0.8515, 3.8429, 1.4844], [1.7821, 2.4026, 2.3276], [1.1496, 3.8129, 1.5003], [3.1218, 3.2316, 0.3310], [1.8162, 2.7179, -0.7192], [3.4301, 0.9477, 1.1961], [3.7303, 1.1112, -0.5315], [3.6159, -0.8495, -0.9890], [3.9311, -2.8886, -1.9123], [-0.8760, -0.5587, 4.5661], [0.5787, -0.2393, 4.9590], [1.3592, -0.1993, 3.6474], [0.3734, -0.6275, 2.5822], [-0.7264, -1.3570, 3.3014], [-1.4477, 0.3500, 4.3757], [-1.3934, -1.1291, 5.3355], [0.9848, -1.0151, 5.6050], [0.6485, 0.7066, 5.4904], [2.1647, -0.9281, 3.5961], [1.7206, 0.7812, 3.3573], [-0.3558, -2.3677, 3.4699], [-1.5924, -1.3680, 2.6392]], "atomic_forces_ev_per_a": [[-0.07, -0.10, -0.09], [-0.01, 0.00, 0.03], [0.04, -0.03, -0.03], [-0.02, 0.04, -0.03], [0.04, -0.03, -0.06], [-0.03, 0.03, -0.02], [0.03, -0.05, 0.04], [0.00, 0.03, 0.03], [0.01, 0.02, -0.01], [-0.04, -0.03, -0.02], [-0.03, 0.06, -0.02], [0.02, -0.06, -0.03], [0.04, 0.05, 0.04], [0.01, 0.00, 0.01], [-0.05, 0.02, -0.01], [0.03, 0.00, -0.02], [0.04, -0.03, 0.01], [-0.03, -0.05, -0.07], [0.02, 0.03, 0.00], [-0.14, 0.17, 0.07], [0.01, -0.07, 0.00], [0.00, -0.02, 0.00], [-0.08, -0.02, 0.05], [-0.03, -0.10, 0.01], [0.00, -0.02, -0.03], [-0.10, -0.02, 0.03], [-0.02, 0.01, 0.00], [0.09, 0.02, -0.09], [-0.08, 0.01, 0.26], [-0.06, 0.03, 0.03], [0.39, -0.10, 0.00], [0.00, 0.00, -0.01], [0.00, 0.00, 0.00], [0.00, 0.00, -0.01], [0.00, 0.00, 0.00], [-0.01, 0.05, 0.02], [0.01, -0.02, -0.01], [-0.02, 0.01, 0.01], [-0.03, -0.03, -0.04], [0.04, 0.03, 0.00], [0.00, 0.00, 0.01], [0.04, -0.01, 0.02], [-0.01, -0.01, 0.01], [-0.01, 0.00, 0.02], [0.00, -0.01, 0.00], [0.00, 0.00, 0.00], [0.00, 0.00, 0.01], [-0.01, 0.00, 0.00], [-0.01, 0.00, 0.00], [0.00, 0.00, 0.00], [0.03, 0.00, 0.00], [-0.02, 0.03, -0.04], [0.02, 0.01, 0.00], [0.00, 0.01, -0.03], [0.02, 0.02, 0.00], [0.00, 0.00, -0.01], [0.01, 0.02, -0.01], [0.00, 0.03, 0.01], [0.00, 0.01, 0.00], [0.09, 0.09, 0.01], [-0.06, -0.03, 0.00], [0.07, -0.02, 0.05], [-0.06, 0.18, -0.03], [-0.05, -0.14, -0.02], [-0.01, 0.01, 0.01], [0.01, -0.01, 0.01], [-0.01, 0.00, 0.00], [0.01, 0.00, 0.00], [0.01, 0.01, -0.03], [-0.07, -0.03, 0.01], [0.01, 0.00, -0.03], [0.02, 0.02, -0.01]]}


Record 2
{"formula": "C28H36N2OSSiSnTe", "method": "the ωB97M-V functional and the def2-TZVPD basis", "homo_lumo_gap_ev": 7.1, "spin_multiplicity": 1, "e_tot_ev": -66485.62742, "elements": ["Sn", "C", "C", "C", "C", "C", "C", "C", "C", "C", "H", "H", "H", "H", "H", "H", "H", "H", "H", "H", "H", "H", "C", "Si", "C", "N", "C", "C", "C", "C", "C", "C", "C", "C", "C", "C", "C", "C", "C", "C", "C", "C", "C", "H", "H", "H", "H", "H", "H", "H", "H", "H", "H", "H", "H", "H", "H", "H", "H", "H", "H", "H", "H", "H", "H", "H", "H", "O", "S", "N", "Te"], "positions_angstrom": [[-0.3630, -0.3034, -1.9336], [-3.5384, 2.3076, -3.0364], [-2.1791, 2.7505, -2.5553], [-1.9716, 3.0882, -1.2238], [-0.7115, 3.4656, -0.7601], [-0.5001, 3.7826, 0.6983], [0.3423, 3.5161, -1.6632], [0.1661, 3.1779, -3.0024], [1.3414, 3.1540, -3.9454], [-1.0961, 2.7938, -3.4281], [-4.1950, 3.1655, -3.1978], [-4.0227, 1.6593, -2.3030], [-3.4634, 1.7625, -3.9778], [-2.8004, 3.0360, -0.5229], [-1.1655, 4.5842, 1.0243], [0.5267, 4.0955, 0.8892], [-0.7153, 2.9099, 1.3207], [1.3314, 3.7970, -1.3104], [1.7914, 4.1441, -4.0422], [1.0418, 2.8161, -4.9372], [2.1165, 2.4736, -3.5824], [-1.2314, 2.4868, -4.4609], [-1.3254, -1.9738, -0.7798], [-0.6813, -1.9625, 0.9339], [1.1892, -1.8818, 0.6509], [1.5451, -0.7614, -0.2519], [1.5933, 0.5330, 0.5026], [2.9383, 1.2372, 0.3915], [4.0541, 0.2746, 0.7958], [4.0472, -0.9796, -0.1075], [2.8027, -1.0083, -0.9869], [-1.0092, -3.5127, 1.9398], [-0.5521, -4.7497, 1.4670], [-0.7978, -5.9244, 2.1634], [-1.5141, -5.8863, 3.3536], [-1.9810, -4.6737, 3.8386], [-1.7299, -3.4995, 3.1373], [-1.3316, -0.4906, 1.8984], [-0.8005, -0.1423, 3.1468], [-1.3308, 0.8997, 3.8929], [-2.4180, 1.6173, 3.4050], [-2.9593, 1.2936, 2.1696], [-2.4162, 0.2522, 1.4230], [-2.4154, -1.8893, -0.8427], [-1.0553, -2.9283, -1.2441], [1.4446, -2.8178, 0.1420], [1.7791, -1.8566, 1.5777], [1.3990, 0.3237, 1.5566], [0.7893, 1.1933, 0.1609], [2.9195, 2.1088, 1.0484], [3.0985, 1.6073, -0.6254], [3.8906, -0.0164, 1.8373], [5.0238, 0.7712, 0.7574], [4.1036, -1.8858, 0.4981], [4.9160, -0.9873, -0.7680], [2.7079, -1.9697, -1.4956], [2.8871, -0.2602, -1.7710], [-0.0004, -4.8003, 0.5322], [-0.4367, -6.8699, 1.7779], [-1.7093, -6.8012, 3.8990], [-2.5435, -4.6415, 4.7635], [-2.1048, -2.5600, 3.5276], [0.0372, -0.7042, 3.5513], [-0.9038, 1.1506, 4.8560], [-2.8392, 2.4273, 3.9874], [-3.8066, 1.8505, 1.7882], [-2.8485, 0.0151, 0.4561], [3.8631, -0.2849, -4.0076], [2.7383, -0.9853, -4.6054], [1.4130, -0.8237, -3.9097], [-0.3736, -1.6900, -4.4818]], "atomic_forces_ev_per_a": [[-0.27, 0.09, 0.55], [0.05, 0.05, 0.03], [-0.05, -0.07, 0.04], [0.02, -0.06, 0.03], [-0.01, 0.01, 0.03], [-0.03, -0.02, -0.06], [0.04, -0.04, 0.05], [0.10, -0.10, -0.03], [-0.02, 0.01, 0.05], [-0.04, 0.07, -0.18], [0.00, -0.01, -0.01], [0.01, 0.02, -0.02], [0.00, 0.01, 0.02], [0.02, 0.01, -0.01], [0.01, 0.00, 0.01], [0.00, 0.00, -0.01], [0.01, 0.01, 0.00], [-0.03, 0.00, -0.01], [0.00, -0.01, 0.00], [0.00, 0.02, 0.01], [-0.03, 0.01, 0.00], [-0.03, 0.03, 0.02], [-0.10, -0.03, -0.08], [-0.03, -0.12, 0.07], [0.09, 0.12, -0.01], [-0.01, 0.00, -0.01], [0.00, -0.03, -0.08], [0.04, -0.09, -0.03], [-0.03, -0.01, -0.06], [-0.03, 0.06, 0.06], [0.01, -0.01, 0.03], [-0.02, -0.11, 0.07], [-0.02, 0.04, 0.06], [-0.01, 0.05, 0.00], [0.01, 0.02, -0.02], [0.02, 0.02, -0.04], [0.04, -0.06, -0.04], [-0.05, 0.12, 0.05], [-0.04, 0.00, -0.03], [-0.02, 0.01, -0.05], [0.02, -0.03, -0.03], [0.04, -0.03, 0.00], [0.07, 0.03, 0.06], [0.03, 0.05, -0.04], [0.02, 0.07, -0.08], [0.00, 0.00, 0.01], [0.02, 0.00, -0.05], [0.00, -0.02, -0.01], [-0.02, -0.02, -0.03], [0.00, 0.02, -0.01], [-0.01, 0.02, 0.04], [0.02, 0.01, 0.01], [0.00, 0.01, 0.01], [0.01, -0.01, 0.00], [0.00, -0.01, 0.00], [-0.03, 0.00, 0.01], [0.00, 0.03, 0.01], [-0.02, -0.01, 0.03], [0.00, 0.01, 0.00], [0.00, 0.01, -0.01], [0.00, 0.01, -0.01], [0.00, -0.02, 0.00], [-0.02, 0.01, -0.01], [0.00, 0.00, -0.01], [0.00, -0.01, 0.00], [0.01, 0.00, -0.01], [-0.01, 0.00, 0.03], [-0.09, 0.07, 0.12], [-0.12, -0.17, -0.32], [0.46, 0.12, 0.00], [0.03, -0.15, -0.14]]}


Record 3
{"formula": "C28H36N6P2Ru", "method": "the ωB97M-V functional and the def2-TZVPD basis", "homo_lumo_gap_ev": [5.3, 5.3], "spin_multiplicity": 1, "charge": 2, "de_lowest_kj_mol": 34.1, "e_tot_ev": -59706.69177, "elements": ["Ru", "C", "N", "C", "C", "C", "C", "C", "C", "C", "N", "C", "C", "C", "C", "C", "C", "N", "C", "C", "H", "H", "H", "H", "H", "H", "H", "H", "H", "H", "H", "H", "H", "H", "H", "H", "H", "H", "H", "H", "C", "P", "C", "C", "C", "C", "C", "C", "C", "P", "C", "C", "H", "H", "H", "H", "H", "H", "H", "H", "H", "H", "H", "H", "H", "H", "H", "H", "N", "C", "N", "C", "N"], "positions_angstrom": [[0.0088, -0.0800, -0.3352], [-0.3648, 1.9946, -2.8555], [-0.4199, 1.8885, -1.3718], [0.5166, 2.9173, -0.8028], [-1.7623, 2.2497, -0.8993], [-2.5587, 3.2085, -1.4929], [-3.8170, 3.4841, -0.9659], [-4.2904, 2.8027, 0.1488], [-3.4897, 1.8663, 0.7724], [-2.2143, 1.6099, 0.2615], [-1.3430, 0.6482, 0.7846], [-1.1940, 0.4331, 2.1277], [-1.6058, 1.3330, 3.1365], [-1.1734, 1.1379, 4.4249], [-0.3305, 0.0697, 4.7260], [0.0830, -0.8362, 3.7533], [-0.3426, -0.6571, 2.4581], [-0.0400, -1.5593, 1.3612], [1.1558, -2.4001, 1.6340], [-1.2020, -2.5058, 1.2967], [-0.1794, 3.0239, -3.1636], [0.4413, 1.3725, -3.2278], [-1.3032, 1.6697, -3.2849], [0.2422, 3.9025, -1.1811], [0.4545, 2.9111, 0.2811], [1.5320, 2.6726, -1.1055], [-2.2265, 3.7510, -2.3677], [-4.4372, 4.2303, -1.4438], [-5.2854, 2.9976, 0.5239], [-3.8624, 1.2956, 1.6116], [-2.1805, 2.2110, 2.8878], [-1.4543, 1.8379, 5.1992], [0.0322, -0.0599, 5.7377], [0.7580, -1.6287, 4.0377], [0.9632, -3.0836, 2.4610], [1.3481, -2.9933, 0.7454], [2.0172, -1.7825, 1.8770], [-1.3817, -2.9348, 2.2832], [-2.0938, -1.9887, 0.9580], [-0.9441, -3.3112, 0.6125], [3.3893, -1.4150, -0.6438], [1.9465, -0.8064, -1.5773], [2.8273, 0.4032, -2.6215], [1.4952, -2.1766, -2.6815], [2.4547, -2.9126, -3.3746], [2.0725, -3.9603, -4.1948], [0.7279, -4.2803, -4.3327], [-0.2339, -3.5478, -3.6577], [0.1413, -2.4933, -2.8259], [-1.1230, -1.4564, -2.0170], [-2.4468, -2.6308, -1.5354], [-1.9570, -0.7050, -3.4649], [4.1721, -1.6857, -1.3516], [3.1685, -2.2879, -0.0388], [3.7744, -0.6186, -0.0076], [3.6757, -0.0989, -3.0873], [3.2151, 1.2036, -1.9896], [2.2190, 0.8275, -3.4161], [3.5071, -2.6777, -3.2761], [2.8220, -4.5308, -4.7264], [0.4296, -5.1007, -4.9713], [-1.2768, -3.8100, -3.7854], [-2.9298, -3.0000, -2.4386], [-3.2071, -2.1319, -0.9357], [-2.0572, -3.4895, -0.9954], [-2.3923, -1.5214, -4.0401], [-1.2580, -0.1843, -4.1138], [-2.7610, -0.0351, -3.1570], [1.4499, 0.7577, 0.8093], [2.1842, 0.9168, 1.7126], [2.9720, 1.1368, 2.6768], [3.2670, 0.1012, 3.4653], [3.5072, -0.7947, 4.1537]], "atomic_forces_ev_per_a": [[-0.18, -0.10, -0.28], [0.11, 0.00, 0.05], [-0.07, 0.07, 0.19], [0.03, -0.07, -0.09], [0.00, -0.24, 0.17], [0.00, 0.04, -0.08], [-0.03, -0.02, 0.03], [0.00, 0.06, -0.08], [0.14, -0.07, -0.01], [-0.17, 0.14, -0.12], [-0.02, -0.04, 0.00], [0.03, -0.05, 0.33], [0.05, -0.11, -0.18], [0.01, 0.02, 0.08], [0.02, -0.03, 0.09], [0.02, 0.06, 0.02], [-0.18, 0.17, -0.08], [0.06, -0.09, -0.06], [0.00, 0.13, 0.00], [0.14, -0.03, -0.09], [0.00, 0.01, 0.03], [-0.07, 0.05, 0.01], [0.02, 0.02, 0.02], [-0.01, 0.00, -0.03], [0.01, 0.01, -0.04], [-0.02, 0.03, 0.01], [0.03, -0.02, 0.01], [0.00, 0.00, 0.00], [0.00, 0.00, 0.00], [0.01, 0.00, 0.03], [-0.04, 0.02, -0.04], [0.01, 0.00, 0.00], [-0.02, 0.02, 0.00], [0.03, -0.04, -0.05], [0.00, 0.01, 0.03], [0.00, -0.02, -0.04], [-0.05, -0.01, -0.02], [0.04, 0.01, 0.03], [0.03, 0.01, 0.05], [-0.01, 0.10, 0.04], [-0.06, -0.03, 0.01], [0.34, -0.22, -0.14], [-0.07, 0.02, -0.06], [-0.08, 0.06, 0.03], [0.00, 0.01, 0.01], [0.00, -0.01, -0.01], [0.00, -0.01, -0.01], [-0.03, 0.00, 0.02], [0.01, 0.03, 0.05], [-0.04, 0.00, 0.07], [0.07, -0.04, -0.09], [0.06, -0.01, 0.05], [0.01, 0.02, -0.01], [-0.01, 0.02, -0.01], [-0.03, 0.00, 0.03], [0.01, -0.01, 0.01], [-0.02, 0.01, 0.00], [0.04, -0.04, 0.04], [0.00, 0.00, 0.00], [0.00, 0.00, 0.00], [0.00, 0.00, 0.00], [0.00, 0.00, 0.00], [0.00, 0.02, -0.03], [0.01, 0.03, 0.00], [-0.05, 0.07, -0.05], [-0.02, -0.01, 0.00], [0.01, -0.03, 0.06], [0.01, 0.01, 0.02], [-0.12, 0.10, -0.01], [0.23, -0.08, 0.29], [-0.16, 0.09, -0.25], [0.02, -0.09, 0.04], [-0.06, 0.01, -0.03]]}